{"formula": "C29H37Br2KN3O6S2Si", "method": "wB97M-V/def2-TZVPD", "elements": ["K", "Br", "C", "C", "C", "N", "C", "C", "C", "C", "C", "Br", "C", "C", "N", "H", "H", "H", "H", "H", "H", "C", "C", "C", "C", "O", "Si", "S", "O", "C", "C", "C", "C", "O", "C", "C", "C", "C", "H", "H", "H", "H", "H", "H", "H", "H", "H", "H", "H", "H", "H", "H", "H", "H", "H", "H", "H", "H", "H", "H", "H", "H", "H", "H", "H", "O", "S", "O", "N", "C", "O", "C", "C", "C", "C", "C", "C", "H", "H", "H", "H"], "positions_angstrom": [[0.295, -0.059, -1.523], [1.869, -4.477, -6.917], [1.889, -3.259, -5.466], [1.665, -1.916, -5.691], [1.668, -1.084, -4.580], [1.889, -1.515, -3.344], [2.122, -2.811, -3.144], [2.117, -3.733, -4.188], [2.368, -3.247, -1.731], [2.997, -4.462, -1.467], [3.167, -4.823, -0.144], [4.023, -6.462, 0.269], [2.720, -4.000, 0.867], [2.118, -2.805, 0.493], [1.957, -2.425, -0.768], [1.474, -1.528, -6.681], [1.467, -0.024, -4.684], [2.258, -4.788, -4.016], [3.361, -5.098, -2.259], [2.825, -4.264, 1.909], [1.741, -2.130, 1.251], [2.540, 1.702, 0.459], [1.882, 1.088, 1.688], [2.910, 0.280, 2.476], [1.283, 2.179, 2.568], [0.868, 0.203, 1.186], [-0.463, -0.495, 1.925], [-1.284, -1.865, 0.666], [0.189, -1.048, 3.356], [-0.371, -1.959, 4.300], [-0.027, -3.381, 3.869], [0.295, -1.632, 5.633], [-1.883, -1.784, 4.416], [-1.457, 0.727, 2.452], [-2.465, 1.471, 1.772], [-2.032, 1.846, 0.355], [-2.666, 2.738, 2.597], [-3.753, 0.655, 1.736], [3.352, 2.369, 0.753], [1.823, 2.285, -0.125], [2.954, 0.913, -0.174], [3.703, 0.938, 2.840], [3.364, -0.478, 1.834], [2.435, -0.215, 3.322], [2.078, 2.848, 2.906], [0.784, 1.750, 3.437], [0.553, 2.764, 2.008], [1.059, -3.493, 3.813], [-0.452, -3.584, 2.886], [-0.413, -4.107, 4.589], [1.378, -1.732, 5.542], [-0.056, -2.306, 6.418], [0.066, -0.605, 5.920], [-2.369, -2.002, 3.463], [-2.125, -0.759, 4.699], [-2.275, -2.467, 5.174], [-1.073, 2.367, 0.354], [-2.778, 2.507, -0.094], [-1.965, 0.949, -0.269], [-1.745, 3.322, 2.627], [-2.937, 2.470, 3.620], [-3.459, 3.355, 2.170], [-3.592, -0.272, 1.187], [-4.551, 1.228, 1.258], [-4.060, 0.407, 2.755], [0.464, 4.053, -1.779], [0.350, 3.675, -3.168], [1.239, 4.324, -4.097], [0.370, 2.070, -3.325], [-0.809, 1.584, -3.758], [-1.069, 0.385, -3.896], [-1.832, 2.663, -4.013], [-3.133, 2.514, -4.457], [-3.909, 3.659, -4.596], [-3.388, 4.915, -4.292], [-2.080, 5.057, -3.840], [-1.327, 3.908, -3.711], [-3.516, 1.526, -4.677], [-4.932, 3.579, -4.941], [-4.011, 5.793, -4.405], [-1.669, 6.027, -3.596]], "forces_ev_per_angstrom": [[0.093, -0.238, 0.269], [0.001, 0.004, 0.007], [0.000, -0.013, -0.038], [0.008, -0.028, 0.035], [-0.022, 0.054, 0.003], [0.086, 0.014, 0.000], [-0.005, -0.030, 0.031], [-0.009, 0.022, 0.001], [0.028, 0.010, -0.099], [-0.006, 0.017, 0.044], [0.016, -0.028, -0.029], [-0.003, 0.008, 0.004], [-0.006, 0.020, -0.016], [-0.040, 0.025, 0.076], [0.022, -0.033, -0.125], [-0.001, 0.007, -0.001], [-0.001, -0.002, -0.002], [0.002, -0.007, 0.001], [0.005, -0.013, 0.000], [0.001, -0.005, 0.000], [-0.011, 0.011, -0.035], [-0.025, 0.034, -0.046], [-0.060, -0.079, -0.005], [0.013, 0.005, -0.003], [0.024, 0.012, 0.010], [-0.008, 0.083, -0.028], [-0.044, -0.006, 0.058], [-0.007, 0.074, 0.012], [-0.033, -0.008, -0.086], [0.014, 0.074, -0.017], [0.008, -0.011, 0.000], [-0.010, -0.009, 0.004], [-0.012, -0.034, 0.025], [0.017, -0.002, -0.003], [0.077, -0.001, 0.024], [-0.068, -0.054, -0.097], [-0.014, 0.005, 0.004], [-0.018, 0.011, -0.007], [0.012, -0.003, -0.022], [-0.007, 0.011, 0.024], [0.012, 0.003, 0.005], [0.005, -0.010, 0.003], [0.003, 0.006, -0.001], [0.000, 0.010, 0.000], [-0.011, 0.006, 0.005], [0.003, -0.008, 0.000], [0.003, 0.002, -0.007], [0.001, -0.002, 0.000], [-0.010, 0.006, -0.005], [0.002, -0.006, -0.010], [0.002, 0.002, 0.002], [0.005, 0.001, 0.001], [0.000, 0.000, 0.001], [0.013, -0.009, -0.006], [0.010, 0.002, 0.001], [-0.017, 0.017, -0.001], [0.006, -0.002, 0.007], [0.030, 0.008, -0.028], [-0.036, 0.045, 0.097], [0.003, -0.002, -0.008], [-0.003, 0.000, 0.000], [0.003, 0.001, 0.006], [0.005, 0.005, -0.006], [-0.008, -0.017, 0.003], [-0.001, 0.005, 0.003], [0.015, 0.030, -0.007], [-0.008, -0.001, 0.046], [0.046, 0.016, 0.006], [-0.044, -0.070, -0.058], [0.024, 0.082, 0.002], [-0.032, -0.021, -0.024], [0.018, -0.044, 0.012], [-0.016, 0.014, -0.009], [0.011, -0.016, 0.004], [0.000, 0.015, 0.003], [0.020, 0.008, 0.008], [-0.045, 0.025, -0.011], [-0.012, 0.006, -0.005], [-0.001, -0.005, 0.000], [-0.004, -0.004, -0.001], [-0.006, 0.001, -0.002]], "mulliken_charge": [1.03, -0.21, 0.16, -0.84, -0.11, -0.32, 0.51, -0.75, 0.66, -0.80, -0.13, -0.22, -1.20, -0.85, 0.59, 0.42, 0.42, 0.39, 0.40, 0.49, 0.97, -1.91, 1.78, -1.53, -1.52, 0.75, -0.32, -0.69, 0.13, 1.66, -1.42, -1.83, -1.53, -0.30, 1.98, -1.30, -1.85, -1.83, 0.45, 0.39, 0.27, 0.51, 0.29, 0.13, 0.60, 0.24, 0.12, 0.16, 0.27, 0.46, 0.33, 0.41, 0.37, 0.25, 0.25, 0.57, 0.25, 0.70, -0.08, 0.35, 0.36, 0.41, 0.27, 0.45, 0.37, -0.65, 1.08, -0.74, -0.33, 0.61, -0.78, 0.19, -0.53, -0.56, -0.39, -0.64, 0.02, 0.50, 0.39, 0.38, 0.44], "multiplicity": 1, "total_charge": -1, "orbital_gap_ha": 0.253, "e_above_lowest_ev": 0.000, "e_homo_ev": -4.92}